Density functional theory data (wB97M-V/def2-TZVPD) for a structure of composition C45H63FHfN3O4P2.

```
119
Properties=species:S:1:pos:R:3:forces:R:3
Hf 1.662668 -0.516220 -1.361012 0.38 -1.07 -0.24
C 2.808095 1.101971 -2.846660 0.05 0.18 -0.11
C 1.725455 1.785826 -2.218832 0.09 0.43 0.03
C 0.525456 1.167970 -2.701011 -0.28 0.13 -0.22
C 0.938818 0.171886 -3.651759 -0.20 0.12 -0.01
C 2.331428 0.176134 -3.803092 0.14 0.01 0.04
C 3.130140 -0.352105 -4.986918 -0.10 0.04 0.04
C 4.540627 -0.808043 -4.627415 0.08 -0.03 0.04
C 2.407800 -1.476000 -5.722823 -0.05 -0.06 -0.03
C 3.234180 0.860540 -5.934790 0.06 -0.01 -0.09
C -0.976824 1.510951 -2.665712 0.13 -0.03 -0.03
C -1.802896 0.212985 -2.713487 -0.04 -0.08 0.01
C -1.274109 2.311834 -3.945234 -0.07 0.03 -0.04
C -1.466906 2.316354 -1.467649 -0.04 0.06 0.10
C 1.989133 3.093231 -1.442104 -0.01 -0.09 -0.07
C 1.429391 4.237458 -2.305485 -0.04 0.11 -0.02
C 1.418527 3.167906 -0.021980 0.00 0.02 0.07
C 3.499674 3.336658 -1.306067 0.03 0.01 -0.04
H 3.843988 1.377222 -2.730980 0.02 -0.07 0.09
H 0.247420 -0.360362 -4.282805 0.02 -0.10 0.07
H 4.541904 -1.657159 -3.943227 -0.05 -0.05 -0.04
H 5.142663 -0.007632 -4.193850 -0.03 0.00 0.04
H 5.051576 -1.144313 -5.529837 0.02 0.07 -0.02
H 2.307970 -2.373167 -5.109095 0.02 0.01 0.02
H 2.975479 -1.759230 -6.609347 0.01 0.02 0.00
H 1.418153 -1.168397 -6.067037 0.01 0.01 0.01
H 3.714947 1.709095 -5.446910 0.01 -0.02 0.02
H 2.249290 1.177785 -6.281225 -0.01 0.00 0.02
H 3.831724 0.593685 -6.807809 -0.03 -0.01 -0.01
H -1.752347 -0.273792 -3.687201 0.01 0.01 0.00
H -2.854591 0.440540 -2.533975 0.00 0.01 -0.03
H -1.490863 -0.509951 -1.950524 0.01 0.05 0.03
H -1.015489 1.739080 -4.836768 0.01 0.01 0.00
H -0.718888 3.248657 -3.974141 0.02 -0.01 0.02
H -2.337915 2.551343 -3.999554 0.00 -0.02 0.02
H -1.276559 1.807061 -0.523991 0.00 -0.05 0.00
H -2.546674 2.446579 -1.563885 0.00 0.00 0.00
H -1.031806 3.310406 -1.413711 -0.01 -0.05 -0.02
H 0.343177 4.307756 -2.273222 0.07 -0.03 -0.02
H 1.729115 4.126470 -3.349143 0.03 -0.01 0.01
H 1.826077 5.189324 -1.948732 0.00 -0.01 0.02
H 0.388433 2.837291 0.059094 -0.02 -0.03 -0.01
H 1.459674 4.205304 0.315946 -0.01 0.00 -0.02
H 2.028540 2.584093 0.664942 0.01 0.00 -0.02
H 3.973485 3.520253 -2.271422 -0.01 -0.02 -0.01
H 4.009348 2.508990 -0.810939 -0.02 -0.01 0.03
H 3.655348 4.230348 -0.701200 -0.01 0.00 0.00
C 2.172795 -4.118194 -3.004064 0.02 -0.04 -0.07
P 0.828284 -2.995642 -2.457718 -0.01 0.09 0.13
C -0.310520 -2.999737 -3.871425 -0.05 -0.04 -0.02
C -0.059325 -3.933004 -1.174548 -0.04 0.00 -0.02
C -1.177638 -4.696983 -1.500861 0.00 0.00 0.08
C -1.860749 -5.406145 -0.522925 -0.03 -0.01 -0.06
C -1.434567 -5.352644 0.791953 0.06 0.04 0.03
C -0.315848 -4.601351 1.125768 -0.02 -0.06 -0.03
C 0.389323 -3.891926 0.156133 -0.03 -0.10 0.04
P 1.882974 -2.939852 0.589996 0.04 0.22 -0.44
C 1.835785 -2.869669 2.408940 -0.02 -0.06 0.05
C 3.283870 -4.093899 0.363161 0.04 -0.09 0.12
H 1.833678 -4.675643 -3.877740 0.01 -0.03 0.02
H 2.396728 -4.831442 -2.214559 0.00 -0.01 0.00
H 3.084877 -3.587884 -3.275364 -0.02 0.04 0.01
H -0.462377 -4.024064 -4.211555 -0.04 0.02 -0.03
H 0.121160 -2.433966 -4.691917 0.02 -0.03 -0.01
H -1.267824 -2.560414 -3.596093 0.00 0.01 0.01
H -1.532691 -4.751337 -2.519352 -0.01 0.00 -0.01
H -2.721650 -6.001416 -0.795924 0.00 0.01 0.00
H -1.960425 -5.902239 1.560919 -0.01 -0.01 -0.01
H 0.003890 -4.586879 2.157846 0.00 0.00 -0.01
H 0.932218 -2.379584 2.768913 -0.02 -0.01 -0.02
H 2.709564 -2.322081 2.757505 0.01 0.01 0.00
H 1.876996 -3.885357 2.804276 0.03 0.04 0.06
H 2.986168 -5.106958 0.636335 0.04 0.00 0.02
H 4.090800 -3.775212 1.025991 0.00 0.02 -0.01
H 3.675580 -4.100547 -0.649958 -0.05 -0.01 -0.03
F -4.542129 0.352557 1.519423 -0.04 0.03 0.05
C -3.352774 0.629708 2.087246 -0.16 0.02 0.23
C -2.238422 0.246937 1.424477 0.13 0.02 -0.03
C -0.964922 0.441171 1.997548 -0.13 -0.14 0.01
C 0.231554 0.118062 1.285360 0.09 0.07 -0.43
O 0.147429 -0.321884 0.064907 -0.10 0.24 0.18
C 1.455117 0.315786 1.943411 0.07 0.07 0.48
C 1.443541 0.790989 3.236638 -0.06 -0.02 0.02
N 0.333629 1.112475 3.901670 -0.08 0.04 0.02
C 0.449727 1.674649 5.246488 0.02 -0.08 -0.11
C -0.065970 0.876444 6.406552 0.03 0.01 0.01
C 1.410057 1.040020 6.201477 -0.02 0.04 0.02
C -0.907749 0.974434 3.290602 0.09 0.05 0.21
C -2.072746 1.393183 3.952403 0.05 0.00 -0.17
C -3.324623 1.269737 3.366539 -0.09 0.20 -0.10
N -4.474781 1.731980 3.994163 -0.05 -0.36 0.12
C -4.483078 2.193964 5.371349 0.03 0.05 -0.01
C -5.609458 1.534832 6.151531 -0.31 -0.01 -0.05
N -6.929708 1.823851 5.476043 0.12 0.01 -0.08
C -6.904373 1.401119 4.024001 -0.08 -0.04 0.27
C -5.734593 2.082571 3.344575 0.21 0.15 -0.08
C 2.809269 0.054091 1.349038 -0.38 0.17 -0.60
O 3.741419 -0.312528 2.007665 0.16 0.06 0.07
O 2.840153 0.310028 0.043216 0.25 -0.06 0.64
H -2.335923 -0.218736 0.453444 0.02 0.00 -0.01
H 2.373418 0.933977 3.770910 0.03 -0.02 -0.05
H 0.347048 2.751959 5.258269 -0.02 0.01 -0.01
H -0.477937 -0.099892 6.188956 -0.02 0.00 0.01
H -0.541721 1.417427 7.212551 0.00 -0.02 0.01
H 1.955789 0.165610 5.875226 0.01 0.00 0.01
H 1.960464 1.704030 6.851204 0.01 -0.02 0.01
H -1.956741 1.852115 4.917086 0.00 0.06 0.02
H -4.600071 3.285391 5.396841 0.02 0.01 0.04
H -3.563414 1.966412 5.897732 0.03 -0.09 -0.03
H -5.678096 1.906612 7.172127 0.07 0.02 0.00
H -5.510333 0.450597 6.162618 0.07 0.01 0.02
H -7.124563 2.827417 5.530041 -0.02 0.00 0.00
H -7.692344 1.357665 5.971439 0.01 -0.03 0.00
H -7.860049 1.680956 3.585492 0.03 0.02 -0.05
H -6.801845 0.317079 4.025035 0.00 0.00 -0.07
H -5.866844 3.171376 3.408490 -0.01 0.01 -0.05
H -5.741816 1.825603 2.296196 0.02 -0.03 -0.07
O 5.055417 -1.671412 -1.370554 0.03 -0.13 0.00
C 3.968085 -1.490907 -1.550585 -0.14 0.21 0.08
```
Forces are in eV/Å.

Results
Gap between HOMO and LUMO   7.61 eV
LUMO   -7.48 eV
Charge   +3
Relative energy (zero: lowest compared OMol25 entry of this formula, charge and spin)   31.4 kJ/mol

Löwdin atomic charge list, values in e, 99 entries: 1.484, -0.104, -0.185, -0.208, -0.120, -0.244, -0.534, -0.034, -0.035, -0.012, -0.510, -0.047, -0.012, -0.038, -0.499, -0.021, -0.026, -0.046, 0.126, 0.100, 0.050, 0.098, 0.105, 0.057, 0.106, 0.090, 0.095, 0.099, 0.102, 0.076, 0.098, 0.065, 0.093, 0.084, 0.101, 0.053, 0.099, 0.070, 0.064, 0.103, 0.100, 0.054, 0.104, 0.070, 0.098, 0.085, 0.101, -0.216, 0.876, -0.241, -0.381, -0.067, -0.042, -0.044, -0.073, -0.379, 0.911, -0.235, -0.228, 0.066, 0.044, 0.027, 0.064, 0.021, 0.050, 0.099, 0.122, 0.120, 0.095, 0.052, 0.046, 0.062, 0.069, 0.066, 0.013, 0.079, -0.169, 0.085, -0.057, -0.267, -0.178, -0.067, 0.076, 0.046, -0.242, -0.080, -0.061, -0.092, 0.075, -0.095, -0.062, -0.121, -0.066, 0.069, -0.066, -0.112, -0.579, 0.130, -0.212

***

Density functional theory data (wB97M-V/def2-TZVPD) for a structure of composition C45H64BrI2KN8O5P2Se.

```
129
Properties=species:S:1:pos:R:3:forces:R:3
K 0.160620 0.567167 0.330444 0.45 -1.51 1.37
Br 0.043052 -1.503534 -9.089854 -0.05 0.01 -0.03
C 1.430935 -2.081030 -7.930507 0.06 -0.03 0.05
C 1.965249 -1.195350 -7.006462 0.09 -0.03 0.08
C 2.977082 -1.620171 -6.159619 0.04 0.34 -0.30
C 3.472386 -2.921055 -6.241690 0.36 -0.07 -0.07
C 2.936740 -3.778857 -7.191172 -0.08 -0.13 -0.09
C 1.905631 -3.374807 -8.028996 0.03 -0.06 0.06
N 4.640053 -3.383129 -5.538984 -0.27 0.05 -0.87
N 4.927375 -2.978169 -4.395114 -0.29 0.15 0.83
C 4.002764 -2.320938 -3.571687 0.27 -0.25 -0.05
C 4.546222 -1.345842 -2.743192 -0.11 0.32 0.04
C 3.766687 -0.446388 -2.035561 0.18 -0.08 -0.21
C 2.359262 -0.544954 -2.047828 -0.20 -0.12 -0.11
O 1.600632 0.257558 -1.451108 0.84 -0.78 -0.58
C 1.774402 -1.680032 -2.787190 -0.10 0.07 0.10
N 0.433556 -1.842407 -2.670863 0.12 -0.04 -0.01
C -0.125457 -2.879001 -3.245433 0.13 -0.02 -0.04
C 0.611752 -3.858341 -3.939946 -0.19 0.02 0.07
C 1.960357 -3.699869 -4.070977 0.08 -0.07 0.15
C 2.589354 -2.558536 -3.525022 0.06 -0.25 0.26
H 1.584187 -0.185809 -6.933871 0.01 0.00 0.01
H 3.389698 -0.928249 -5.436079 -0.07 0.01 -0.08
H 3.335135 -4.784753 -7.258744 0.01 0.03 -0.03
H 1.478227 -4.060155 -8.748314 0.02 0.00 -0.01
H 5.626894 -1.248145 -2.743303 -0.01 -0.01 0.01
H 4.208610 0.363041 -1.470374 -0.01 -0.06 0.08
H -1.202785 -2.973855 -3.134271 -0.01 0.01 -0.04
H 0.109313 -4.729218 -4.342705 0.00 0.01 -0.02
H 2.555531 -4.459610 -4.562493 -0.07 0.04 0.05
I -4.905078 1.263739 0.798647 -0.09 0.09 0.10
C -5.366862 -0.597248 -0.977592 -0.08 -0.30 -0.35
I -3.835664 -1.852410 -1.839207 -0.08 0.01 0.04
H -5.810276 -0.024437 -1.787989 0.06 0.02 0.04
H -6.082975 -1.239847 -0.471912 0.08 0.01 0.04
C 0.064575 3.681082 -5.397096 -0.05 0.00 0.00
C 1.066246 3.977264 -4.294180 -0.04 0.00 -0.05
O 0.512636 3.727199 -3.018121 0.04 -0.05 -0.28
P 0.995545 2.227789 -2.334382 -0.11 1.19 0.13
O 1.897168 2.855840 -1.113586 -0.27 -0.23 -0.51
C 1.443643 3.990706 -0.372653 0.01 -0.12 0.17
C 2.414344 5.135190 -0.561873 0.05 0.04 -0.07
O -0.391509 2.042832 -1.460376 -0.42 0.33 -1.20
C -1.564319 1.495727 -2.127511 0.41 0.39 0.00
C -2.482123 2.616445 -2.580015 -0.05 -0.03 0.11
H 0.485842 3.914693 -6.379722 -0.01 -0.01 0.03
H -0.842235 4.272668 -5.254949 0.01 -0.02 -0.01
H -0.213710 2.624698 -5.376998 0.01 0.03 -0.01
H 1.373035 5.026380 -4.340680 0.01 0.04 0.06
H 1.967472 3.371900 -4.456786 0.03 -0.01 0.05
H 1.392155 3.683887 0.676313 0.02 -0.07 0.00
H 0.445829 4.280233 -0.696673 -0.04 0.00 0.01
H 3.436447 4.793476 -0.387048 -0.03 0.01 0.06
H 2.189568 5.946800 0.136522 0.00 0.00 -0.03
H 2.348454 5.519014 -1.582881 0.02 0.00 0.02
H -2.072429 0.842668 -1.412745 0.08 0.06 -0.02
H -1.248769 0.886916 -2.980316 0.07 -0.08 0.06
H -2.975972 3.071987 -1.721321 -0.05 -0.04 -0.03
H -3.252405 2.220600 -3.246339 -0.02 0.00 0.04
H -1.905669 3.382770 -3.096471 -0.02 -0.04 -0.06
O -1.209453 1.919960 1.537395 -1.12 1.38 1.63
P -1.560490 2.850409 2.649592 0.80 0.40 -0.41
N -0.280466 3.573691 3.439221 -0.21 0.13 -0.14
C 0.739077 2.784789 4.137944 -0.07 -0.44 0.24
C 1.727921 3.818225 4.682693 -0.11 0.06 -0.08
C 0.924728 5.121795 4.699640 0.10 -0.02 0.01
C 0.067615 4.995016 3.445833 0.02 -0.21 -0.01
N -2.430479 2.075966 3.808814 -0.06 -0.37 0.31
C -2.748049 2.666298 5.110716 0.08 -0.18 -0.10
C -2.540956 1.519948 6.098689 -0.04 -0.03 0.01
C -2.941366 0.298861 5.267921 0.04 0.02 -0.02
C -2.350333 0.601414 3.894646 -0.15 0.08 -0.08
N -2.398474 4.225036 2.208423 -0.45 -0.05 -0.43
C -3.826854 4.409131 2.516999 0.20 0.10 -0.04
C -4.189733 5.678325 1.746004 -0.02 -0.02 -0.01
C -3.233399 5.715024 0.537208 -0.02 -0.01 0.06
C -2.193703 4.616039 0.794779 -0.03 0.04 0.19
H 1.225680 2.065784 3.456996 0.12 0.06 -0.16
H 0.283235 2.182758 4.941106 -0.09 0.24 0.10
H 2.568038 3.915610 3.989737 0.00 -0.07 -0.01
H 2.126458 3.537481 5.658204 0.01 0.02 0.00
H 1.555939 6.012802 4.682893 -0.03 0.02 0.04
H 0.280885 5.162983 5.583619 -0.01 0.02 0.00
H 0.660443 5.273915 2.563016 0.00 0.00 -0.02
H -0.829727 5.609058 3.456855 -0.02 0.03 0.01
H -3.793379 2.990083 5.137255 -0.04 0.04 0.00
H -2.115196 3.534311 5.312663 0.04 -0.02 -0.01
H -3.139876 1.646384 7.002536 0.03 -0.03 0.02
H -1.488351 1.448307 6.383952 -0.01 0.03 -0.01
H -4.030059 0.233326 5.199813 0.01 -0.02 -0.01
H -2.558485 -0.640941 5.666024 -0.06 -0.02 0.05
H -2.896758 0.136513 3.074267 -0.04 0.04 -0.01
H -1.309475 0.264442 3.832174 0.05 0.06 0.01
H -3.972394 4.538023 3.589564 0.02 0.00 0.03
H -4.429538 3.563918 2.182071 -0.01 -0.02 -0.01
H -4.036956 6.559013 2.373578 0.00 0.00 0.01
H -5.237876 5.657654 1.444978 0.00 0.03 0.00
H -2.755193 6.691900 0.455027 -0.02 0.01 -0.04
H -3.761651 5.523000 -0.396295 0.01 0.00 -0.02
H -1.170091 4.965130 0.650470 0.00 0.01 0.01
H -2.344104 3.761674 0.135485 -0.01 -0.04 0.00
Se -0.501837 -2.618046 3.945050 -0.01 -0.07 -0.28
N -0.553168 -2.315465 2.184457 -0.02 -0.46 0.56
C -0.652067 -3.510666 1.626243 0.00 0.11 0.02
C -0.719374 -3.714224 0.214018 -0.01 -0.17 -0.34
C -0.814242 -4.979655 -0.269518 0.04 0.42 0.01
C -0.850077 -6.108347 0.606591 0.01 -0.04 0.47
C -0.793339 -5.962959 1.958336 -0.02 -0.26 -0.29
C -0.690783 -4.653279 2.519533 -0.02 0.06 0.09
N -0.628463 -4.398338 3.818223 0.02 0.51 -0.38
H -0.692766 -2.855891 -0.446210 0.01 0.01 0.02
H -0.864015 -5.133364 -1.340137 0.01 -0.02 0.01
H -0.921573 -7.102551 0.183262 -0.01 0.00 -0.02
H -0.823476 -6.817108 2.621983 0.01 0.02 0.02
C 4.309052 -0.259278 1.634280 0.22 -0.33 0.49
C 3.449285 0.358664 2.763431 0.14 0.10 -0.76
C 2.756905 -0.778525 3.515413 0.09 -0.03 0.15
C 4.387589 1.108296 3.722912 -0.03 -0.19 0.10
C 2.439334 1.237827 2.045069 -0.09 0.10 0.24
H 4.943544 -1.066294 2.039486 0.08 0.04 -0.13
H 4.953662 0.496599 1.179217 -0.04 0.02 0.00
H 3.676653 -0.679685 0.852314 -0.05 0.01 0.03
H 3.482954 -1.445702 4.002135 -0.04 -0.01 -0.01
H 2.148074 -1.371402 2.829780 0.02 0.05 -0.04
H 2.092326 -0.378975 4.290227 0.00 0.03 -0.03
H 5.153581 0.435139 4.137781 0.00 0.05 0.04
H 3.824720 1.531429 4.561271 0.00 0.03 -0.02
H 4.894773 1.924541 3.202212 -0.04 -0.01 -0.01
H 3.014963 2.136943 1.718519 -0.01 0.00 -0.06
```
Forces are in eV/Å.

Results
Gap between HOMO and LUMO (alpha / beta)   3.49 / 4.23 eV
LUMO (alpha / beta)   3.07 / 3.07 eV
Charge   -2
Relative energy (zero: lowest compared OMol25 entry of this formula, charge and spin)   274.9 kJ/mol

Löwdin atomic charge list, values in e, 99 entries: 0.695, 0.690, -0.703, -0.108, -0.021, -0.307, -0.053, -0.140, 0.027, 0.042, -0.285, -0.032, -0.006, -0.370, -0.306, -0.118, 0.148, -0.166, -0.053, -0.029, -0.129, 0.101, 0.123, 0.108, 0.092, 0.107, 0.109, 0.051, 0.099, 0.108, 0.224, -0.954, 0.537, -0.096, -0.098, -0.096, -0.372, -0.346, 0.961, -0.298, -0.303, -0.071, -0.447, -0.278, -0.065, 0.065, 0.068, 0.070, 0.103, 0.088, 0.100, 0.088, 0.075, 0.065, 0.064, 0.065, 0.104, 0.043, 0.079, 0.054, -0.439, 0.558, -0.177, -0.205, -0.175, -0.185, -0.209, -0.173, -0.207, -0.176, -0.174, -0.217, -0.187, -0.234, -0.168, -0.152, -0.185, 0.040, 0.101, 0.104, 0.100, 0.099, 0.101, 0.104, 0.102, 0.101, 0.109, 0.101, 0.100, 0.114, 0.084, 0.068, 0.079, 0.092, -0.029, 0.095, 0.101, 0.096, 0.100

***

Question: What is the charge in the first record?
Answer: +3

***

Question: Number 2 is which compound?
Answer: C45H64BrI2KN8O5P2Se

***

Question: Among the records above, which one has the lowest relative energy (zero: lowest compared OMol25 entry of this formula, charge and spin)?
Answer: C45H63FHfN3O4P2